6 unconnected molecules or ions with the total composition C12H18N6, computed with ωB97M-V/def2-TZVPD.

The geometry in ORCA input format:
```
! wB97M-V def2-TZVPD RIJCOSX def2/J DEFGRID3
* xyz 0 1
C 1.79303 -2.19940 2.35133
C 2.05942 -0.77548 2.17749
N 2.23777 0.35260 2.06540
H 2.71231 -2.77444 2.34953
H 0.96688 -2.54850 1.74142
H 1.41422 -2.26248 3.38336
C 0.19625 0.37542 -0.53708
C 1.37327 -0.45060 -0.75978
N 2.30755 -1.10572 -0.91187
H 0.56483 1.41000 -0.54417
H -0.19154 0.29032 0.47529
H -0.58006 0.33290 -1.28994
C 0.28463 2.62219 3.26937
C 0.31357 3.92659 3.94888
N 0.31733 4.93795 4.49537
H -0.66161 2.11813 3.43434
H 1.16310 2.03492 3.51481
H 0.39274 2.81836 2.19979
C -3.58391 0.71894 1.49107
C -2.66573 -0.39574 1.70526
N -1.96284 -1.28865 1.82609
H -4.48378 0.63488 2.09608
H -3.88096 0.66092 0.44064
H -3.15514 1.70379 1.65890
C 0.74374 -3.84907 -2.04605
C 1.88872 -3.83092 -2.96411
N 2.78104 -3.79320 -3.67966
H -0.18379 -3.65234 -2.57014
H 0.95627 -3.14188 -1.24867
H 0.73844 -4.82817 -1.56233
C -0.76211 2.43455 -4.56748
C -0.36073 1.09615 -4.15261
N -0.07194 0.05374 -3.76949
H -0.55071 2.63429 -5.61593
H -0.27028 3.18689 -3.95433
H -1.83996 2.55306 -4.45079
*
```

Values from the calculation:
- HOMO (eV) = -11.083
- F_max (eV/Å) = 1.6
- HOMO-LUMO gap (eV) = 11.070
- E_tot (Eh) = -796.51609
- ΔE to the lowest compared entry with this formula, charge and spin (kJ/mol) = 53.0
- structure (SMILES) = CC#N.CC#N.CC#N.CC#N.CC#N.CC#N